Formula: C6H10N3O2S
Source: the OMol25 dataset
Level of theory: ωB97M-V/def2-TZVPD

ORCA input file:
```
! RIJCOSX wB97M-V def2-TZVPD def2/J DEFGRID3
* xyz -1 1
C -0.7639 -1.5378 0.3098
C -2.1918 0.1925 0.3876
C -0.1582 -0.3121 0.5736
C 1.4457 2.6966 0.2749
C -3.1586 -2.0372 -0.2165
C 2.0117 1.3744 -0.2886
N -1.0078 0.7360 0.5583
N -2.0864 -1.1588 0.2158
N 1.9620 0.3728 0.5979
O 4.2063 -0.7041 0.0139
O 2.3314 -1.2948 -1.5312
S 2.7959 -1.1871 -0.1103
H -0.5486 -2.5169 0.3546
H -3.1517 0.8571 0.3084
H 2.1541 2.9211 1.0568
H 1.4657 3.5208 -0.4332
H 0.2809 2.4307 0.5407
H -4.0761 -1.6869 0.3094
H -3.3871 -2.1956 -1.3285
H -2.8699 -3.0909 0.1500
H 1.6206 1.1147 -1.3400
H 3.1258 1.5054 -0.4032
*
```

The value obtained for the LUMO energy is 2.94 eV. Its HOMO-LUMO gap is 6.707 eV. Its strongest force on any atom is 0.11474 hartree/bohr. The energy above the lowest of the compared OMol25 structures with the same formula, charge and spin comes out at 3.9446 eV.

These are the Mulliken partial charges, in e, on atoms 1 to 5: -0.319, -0.229, -0.186, -0.936, -0.819

Formula: C42H67IN3O20PS2
Source: the OMol25 dataset
Level of theory: ωB97M-V/def2-TZVPD

ORCA input file:
```
! RIJCOSX wB97M-V def2-TZVPD def2/J DEFGRID3
* xyz 0 1
C -6.0675 -4.2858 -4.8373
C -4.8895 -3.8094 -3.7495
N -4.7033 -2.3307 -3.9669
C -4.1663 -1.5981 -2.7678
C -2.5481 -1.5018 -2.6317
C -1.7294 -1.2306 -4.0420
C -1.4735 -2.5619 -4.9568
C -1.6850 -2.0731 -6.5422
O -1.0206 -2.9568 -7.5123
C -2.0684 -2.9575 -1.9575
C -0.5193 -2.9462 -1.4194
C -0.4554 -2.9814 0.2517
C 0.6633 -1.8394 0.6791
S 0.4831 -1.2086 2.4353
O 1.7294 -1.7033 3.2287
O 0.5263 0.3676 2.3941
O -0.9665 -1.7540 3.2052
O -2.0405 -0.4719 -1.6999
S -3.1714 -0.0259 -0.5211
O -3.5446 -1.1271 0.5028
O -2.6035 1.1714 0.3369
C -4.8194 0.6026 -1.2590
I -6.3175 0.1948 0.2670
C -4.9810 -0.1606 -2.6877
C -4.5233 0.8841 -3.9144
C -3.3518 2.0012 -3.7553
C -2.8760 3.1006 -4.9054
C -3.7744 2.9208 -6.3062
C -4.8688 1.7146 -6.2794
N -5.2495 0.7519 -5.2102
P -6.8194 -0.6188 -3.1480
N -7.9103 0.7940 -2.7950
O -7.3409 -2.0288 -2.2005
H -7.0316 -4.5301 -4.1921
H -5.7074 -5.2697 -5.3732
H -6.2541 -3.4808 -5.6689
H -5.2788 -4.0957 -2.6837
H -3.9604 -4.4797 -3.9836
H -4.2383 -2.0881 -4.8635
H -4.5467 -2.2101 -1.8143
H -2.1741 -0.3762 -4.7050
H -0.6496 -0.8475 -3.7050
H -0.3696 -3.0012 -4.8824
H -2.2253 -3.4420 -4.7913
H -2.8534 -2.0052 -6.6930
H -1.2823 -0.9583 -6.6786
H -0.6278 -2.3246 -8.2008
H -2.7467 -3.1142 -0.9871
H -2.3249 -3.8790 -2.6545
H -0.0310 -3.9853 -1.7475
H 0.1627 -2.1131 -1.8762
H -0.1311 -4.0569 0.6565
H -1.4867 -2.7509 0.7545
H 1.7224 -2.3340 0.5360
H 0.4965 -0.9356 -0.0730
H -1.4463 -0.9085 3.4649
H -4.6903 1.7742 -1.3206
H -2.7794 2.0367 -2.7144
H -2.0518 3.9172 -4.7556
H -3.6099 3.6137 -7.2450
H -5.4918 1.6029 -7.2946
H -7.2226 1.5937 -2.7056
H -8.4392 0.6399 -1.9080
H -8.2493 -1.7634 -1.8529
O 1.5915 -5.6537 -0.6729
C 1.8247 -6.1381 0.4222
O 0.8651 -6.5158 1.3170
C 1.4929 -6.9357 2.5275
C 2.8990 -7.3094 2.1375
C 3.1890 -6.3627 1.0004
H 1.4662 -6.1055 3.2411
H 0.9476 -7.7844 2.9506
H 3.6102 -7.2315 2.9640
H 2.9197 -8.3425 1.7695
H 3.5876 -5.4088 1.3567
H 3.8598 -6.8126 0.2649
O 0.0887 -3.6106 8.5480
C 0.9280 -2.9546 7.9535
O 2.2261 -3.3407 7.7805
C 2.9462 -2.2886 7.1398
C 1.9006 -1.4583 6.4425
C 0.7059 -1.6003 7.3513
H 3.4872 -1.7201 7.9036
H 3.6680 -2.7117 6.4351
H 2.2093 -0.4215 6.2844
H 1.6713 -1.8962 5.4634
H 0.7085 -0.8504 8.1472
H -0.2310 -1.5670 6.7904
O -4.2766 4.5828 -10.3062
C -3.1247 4.8777 -10.0333
O -2.7680 5.7774 -9.0702
C -1.3528 5.9568 -9.0981
C -0.8078 4.7182 -9.7598
C -1.9051 4.3500 -10.7262
H -1.1270 6.8652 -9.6663
H -0.9758 6.0738 -8.0779
H 0.1620 4.8772 -10.2387
H -0.6911 3.9208 -9.0157
H -1.7902 4.8610 -11.6862
H -1.9688 3.2687 -10.8678
O 0.0596 7.5510 -10.9630
C 1.2114 7.8460 -10.6901
O 1.5681 8.7457 -9.7270
C 2.9833 8.9250 -9.7549
C 3.5283 7.6865 -10.4166
C 2.4311 7.3183 -11.3830
H 3.2092 9.8335 -10.3231
H 3.3603 9.0421 -8.7347
H 4.4981 7.8455 -10.8955
H 3.6450 6.8891 -9.6725
H 2.5460 7.8293 -12.3429
H 2.3673 6.2370 -11.5246
O 5.0467 -0.3507 8.2587
C 4.9206 -0.2825 9.4701
O 5.1980 -1.3047 10.3317
C 4.8339 -0.9138 11.6547
C 4.8265 0.5924 11.6367
C 4.4005 0.9037 10.2243
H 3.8478 -1.3316 11.8835
H 5.5611 -1.3097 12.3695
H 4.1734 1.0288 12.3970
H 5.8422 0.9704 11.8056
H 3.3120 0.9404 10.1263
H 4.8536 1.8299 9.8635
O 6.1072 3.2138 13.1503
C 6.3404 2.7294 14.2454
O 5.3808 2.3517 15.1403
C 6.0086 1.9318 16.3507
C 7.4147 1.5580 15.9607
C 7.7047 2.5048 14.8236
H 5.9819 2.7620 17.0643
H 5.4633 1.0831 16.7738
H 8.1259 1.6360 16.7873
H 7.4355 0.5250 15.5927
H 8.1033 3.4587 15.1799
H 8.3755 2.0549 14.0881
*
```

The value obtained for the LUMO energy is -0.58 eV. Its HOMO-LUMO gap is 6.938 eV. Its strongest force on any atom is 0.15831 hartree/bohr.

These are the Mulliken partial charges, in e, on atoms 1 to 5: -0.948, -0.141, 0.568, -2.461, 1.637

Formula: C25H20BrGdN7O2S
Source: the OMol25 dataset
Level of theory: ωB97M-V/def2-TZVPD

ORCA input file:
```
! RIJCOSX wB97M-V def2-TZVPD def2/J DEFGRID3
* xyz 1 8
Gd -0.1851 0.2875 -0.5762
N -0.9161 -2.9276 -2.5458
C -0.4765 -3.3045 -1.3447
N -0.5629 -4.6029 -1.0728
C -0.1724 -4.9735 0.1376
N -0.3067 -6.2526 0.4860
N 0.3584 -4.1330 1.0502
C 0.4325 -2.8750 0.6875
N -0.0154 -2.3577 -0.4698
C 1.1018 -1.9730 1.6713
C 1.6690 -2.5398 2.8054
C 2.3486 -1.7309 3.6988
C 2.4309 -0.3780 3.4287
C 1.8225 0.1135 2.2873
N 1.1659 -0.6559 1.4092
H -1.1657 -3.6690 -3.1769
H -0.7021 -2.0139 -2.9103
H -0.6784 -6.9050 -0.1814
H 0.0078 -6.5675 1.3849
H 1.5694 -3.6024 2.9547
H 2.8062 -2.1511 4.5842
H 2.9534 0.2991 4.0895
H 1.8463 1.1689 2.0627
C -2.9894 -0.9524 0.6649
C -3.0022 0.4864 1.1136
C -4.0972 1.0128 1.8117
C -4.0706 2.3284 2.1798
C -2.9494 3.1295 1.8884
C -2.9034 4.4934 2.2359
C -1.7975 5.2313 1.9202
C -0.6993 4.6310 1.2915
C -0.6803 3.2879 0.9704
S 0.8110 2.6102 0.3476
C -1.8532 2.5156 1.2238
N -1.9269 1.2070 0.8323
H -3.9829 -1.3850 0.7531
H -2.3118 -1.5345 1.2937
H -2.6813 -1.0423 -0.3827
H -4.9494 0.3852 2.0302
H -4.9103 2.7769 2.6973
H -3.7472 4.9368 2.7484
H -1.7588 6.2849 2.1622
H 0.1795 5.2210 1.0667
Br 0.7104 1.8623 -5.8990
C 2.0488 1.5051 -4.6118
C 3.3896 1.6158 -4.9518
C 4.3625 1.3341 -4.0068
C 4.0091 0.9439 -2.7213
C 2.6719 0.8334 -2.3919
C 1.6857 1.1167 -3.3385
C 0.2962 0.8798 -2.8350
O -0.4057 1.7709 -2.3294
O -0.0044 -0.3473 -2.6363
H 3.6664 1.9198 -5.9516
H 5.4066 1.4189 -4.2762
H 4.7711 0.7308 -1.9837
H 2.3813 0.5359 -1.3760
*
```

The value obtained for the LUMO energy (spin up / spin down) is -3.16 / -4.78 eV. Its HOMO-LUMO gap (spin up / spin down) is 7.247 / 5.544 eV. Its strongest force on any atom is 0.07086 hartree/bohr. The energy above the lowest of the compared OMol25 structures with the same formula, charge and spin comes out at 0.0000 eV. As for the expectation value of S²: 16.068.

These are the Mulliken partial charges, in e, on atoms 1 to 5: 0.113, -0.217, 0.339, -0.731, 0.379

Formula: C32H30BrIrN8O2S3
Source: the OMol25 dataset
Level of theory: ωB97M-V/def2-TZVPD

ORCA input file:
```
! RIJCOSX wB97M-V def2-TZVPD def2/J DEFGRID3
* xyz 1 2
Ir -0.2665 0.4582 0.6966
O -1.2986 1.8566 -3.5675
C -2.6438 1.9779 -3.3575
C -3.4301 2.4529 -4.3966
C -4.7887 2.6409 -4.2104
C -5.3750 2.3570 -2.9829
C -4.5852 1.8641 -1.9591
C -3.2213 1.6473 -2.1403
C -2.4430 1.0648 -0.9839
O -1.0590 1.1044 -1.0898
N -2.8030 -0.3535 -0.8359
N -1.8790 -1.0676 -0.2112
C -2.0256 -2.3021 0.0619
C -0.9909 -3.0878 0.7071
Br 0.5749 -2.0940 1.1344
C -1.1293 -4.3728 1.0171
C -0.2355 -5.3180 1.6983
C 1.1567 -5.2834 1.6151
C 1.9245 -6.1902 2.3284
C 1.3158 -7.1418 3.1353
C -0.0692 -7.2094 3.1949
C -0.8363 -6.3144 2.4692
H -0.9104 1.5776 -2.7189
H -2.9548 2.6779 -5.3431
H -5.3908 3.0246 -5.0235
H -6.4308 2.5283 -2.8240
H -5.0312 1.6509 -0.9917
H -2.7723 1.6021 -0.0829
H -3.7663 -0.6546 -0.8764
H -2.9457 -2.8235 -0.1962
H -2.1113 -4.7744 0.7759
H 1.6528 -4.5844 0.9555
H 3.0033 -6.1557 2.2506
H 1.9183 -7.8367 3.7048
H -0.5519 -7.9614 3.8047
H -1.9176 -6.3701 2.5183
S -1.7028 -0.0782 2.6635
C -0.2121 0.3311 3.3557
N 0.7167 0.6902 2.5106
C 1.9393 1.0140 3.1406
C 3.1188 1.4632 2.5582
C 4.1922 1.7432 3.3812
C 4.1032 1.5788 4.7636
C 2.9340 1.1362 5.3498
C 1.8513 0.8593 4.5243
S 0.2530 0.3258 4.9999
H 3.1847 1.6030 1.4923
H 5.1136 2.1068 2.9476
H 4.9576 1.8067 5.3863
H 2.8582 1.0126 6.4219
C 0.7050 -0.5393 -4.0614
N 1.4239 -0.3194 -2.7983
C 1.8217 -1.5821 -2.1794
C 1.4852 0.8491 -2.1567
S 1.8029 0.8956 -0.4185
N 1.4149 2.0097 -2.7934
C 1.7639 2.1961 -4.2085
C 1.1437 3.2661 -2.0693
H -0.0001 -1.3553 -3.8982
H 1.3948 -0.8356 -4.8519
H 0.1394 0.3305 -4.3645
H 2.3212 -2.1859 -2.9366
H 0.9408 -2.1222 -1.8272
H 2.4972 -1.4163 -1.3491
H 2.2923 1.3309 -4.5927
H 2.4292 3.0562 -4.2674
H 0.8779 2.3964 -4.8084
H 0.3489 3.1165 -1.3447
H 0.8183 3.9990 -2.8033
H 2.0378 3.6269 -1.5627
N -0.7653 2.3205 1.0685
C -0.3380 3.1789 1.7552
C 0.1715 4.1748 2.5091
C -0.5483 4.6568 3.6485
N -1.1277 5.0311 4.5685
C 1.4555 4.6887 2.1415
N 2.5029 5.0502 1.8298
*
```

The value obtained for the LUMO energy (spin up / spin down) is -4.18 / -4.88 eV. Its HOMO-LUMO gap (spin up / spin down) is 6.785 / 6.074 eV. Its strongest force on any atom is 0.02610 hartree/bohr. The energy above the lowest of the compared OMol25 structures with the same formula, charge and spin comes out at 1.8988 eV. As for the expectation value of S²: 0.755.

These are the Mulliken partial charges, in e, on atoms 1 to 5: 2.011, -0.478, 0.009, -0.560, -0.507